(1)
The following is a quantum chemistry calculation of a structure of composition C21H23BN10O4V, from the Open Molecules 2025 dataset.

## Properties
- multiplicity = 2
- frontier orbital gap (spin up / spin down) (eV) = 5.91 / 6.52
- HOMO (spin up / spin down) (eV) = -14.5 / -14.5
- energy above the lowest of the compared OMol25 structures with the same formula, charge and spin (kcal per mole) = 20.2
- total charge = +2

Atoms and positions in Å:
V -0.04 0.62 -0.66
C 2.97 2.43 -0.63
C 2.82 1.18 0.16
C 3.73 0.55 0.97
C 3.11 -0.61 1.43
N 1.88 -0.67 0.94
N 1.67 0.43 0.16
B 0.73 -1.75 1.10
N -0.49 -0.98 1.70
C -1.22 -1.18 2.79
C -2.20 -0.20 2.86
C -2.04 0.59 1.76
C -2.85 1.78 1.38
N -0.98 0.13 1.02
N 0.31 -2.16 -0.37
C 0.23 -3.33 -0.97
C -0.18 -3.15 -2.29
C -0.32 -1.80 -2.47
C -0.69 -1.03 -3.69
N -0.04 -1.19 -1.27
N 1.22 -2.92 1.85
C 2.27 -3.73 1.51
C 2.38 -4.69 2.47
C 1.34 -4.41 3.39
C 1.00 -5.16 4.64
N 0.64 -3.35 3.02
H 3.89 2.94 -0.35
H 3.02 2.21 -1.70
H 2.14 3.13 -0.46
H 4.73 0.88 1.20
H 3.47 -1.39 2.09
H -0.97 -2.01 3.43
H -2.95 -0.10 3.63
H -3.62 1.93 2.13
H -2.23 2.68 1.34
H -3.33 1.63 0.42
H 0.46 -4.24 -0.43
H -0.34 -3.92 -3.03
H -1.03 -1.72 -4.46
H -1.50 -0.33 -3.50
H 0.17 -0.49 -4.08
H 2.85 -3.55 0.61
H 3.09 -5.49 2.51
H 1.68 -6.00 4.78
H 1.08 -4.51 5.51
H -0.02 -5.54 4.60
O -2.59 6.40 -4.13
C -1.78 5.35 -3.91
O -0.90 5.08 -4.67
C -2.02 4.52 -2.69
C -2.97 4.66 -1.70
N -2.77 3.67 -0.82
N -1.75 2.88 -1.15
C -1.29 3.39 -2.29
C -0.15 2.70 -2.88
O 0.50 2.85 -3.83
O 0.18 1.57 -2.01
H -3.26 6.52 -3.45
H -3.76 5.38 -1.56
H -3.30 3.49 0.02

---

(2)
The following is a quantum chemistry calculation of a structure of composition C21H23BrCsN3O2, from the Open Molecules 2025 dataset.

## Properties
- frontier orbital gap (eV) = 6.43
- HOMO (eV) = -6.4

Atoms and positions in Å:
Cs 0.80 0.42 -0.14
C -4.40 -2.42 1.86
C -3.03 -2.53 1.67
C -2.33 -1.49 1.09
C -2.99 -0.34 0.67
C -4.37 -0.23 0.86
C -5.06 -1.26 1.45
N -2.20 0.68 0.06
N -2.87 1.44 -0.66
C -2.19 2.51 -1.33
C -3.11 3.42 -1.87
C -2.65 4.54 -2.53
C -1.27 4.70 -2.66
C -0.40 3.75 -2.14
C -0.79 2.60 -1.44
H -4.96 -3.23 2.31
H -2.51 -3.43 1.98
H -1.26 -1.57 0.95
H -4.87 0.67 0.53
H -6.13 -1.18 1.61
H -4.17 3.23 -1.75
H -3.33 5.27 -2.94
H -0.88 5.57 -3.18
H 0.67 3.94 -2.31
O 1.53 -5.01 5.17
C 1.26 -4.02 4.30
C 0.20 -3.13 4.46
C 0.02 -2.15 3.50
N 0.81 -2.00 2.44
C 1.81 -2.86 2.32
Br 2.92 -2.64 0.79
C 2.10 -3.88 3.19
H 0.89 -5.01 5.89
H -0.47 -3.20 5.30
H -0.80 -1.45 3.59
H 2.93 -4.55 3.04
C 4.86 0.58 -0.49
C 4.50 1.21 -1.82
O 3.19 0.80 -2.19
C 2.81 1.34 -3.45
C 1.45 0.82 -3.84
H 5.86 0.88 -0.20
H 4.83 -0.50 -0.56
H 4.16 0.90 0.29
H 5.21 0.90 -2.60
H 4.53 2.30 -1.76
H 3.56 1.05 -4.20
H 2.81 2.44 -3.39
H 1.45 -0.27 -3.86
H 1.18 1.18 -4.83
H 0.68 1.18 -3.15

---

(3)
The following is a quantum chemistry calculation of a structure of composition C21H23Cl2N4NiO, from the Open Molecules 2025 dataset.

## Properties
- multiplicity = 4
- frontier orbital gap (spin up / spin down) (eV) = 3.16 / 8.01
- HOMO (spin up / spin down) (eV) = -3.1 / -8.1

Atoms and positions in Å:
Ni -0.14 -0.22 0.54
O -0.46 0.58 -1.25
H -0.72 1.00 -2.09
N -2.19 0.79 1.22
C -2.63 1.89 0.56
C -3.87 2.51 0.85
C -4.67 2.01 1.87
C -4.13 0.92 2.57
C -2.94 0.33 2.29
H -2.02 2.18 -0.28
H -4.16 3.36 0.24
H -5.58 2.50 2.18
H -4.73 0.59 3.40
H -2.66 -0.49 2.93
N -0.99 -2.20 -0.06
C -2.05 -2.29 -0.91
C -2.74 -3.42 -1.34
C -2.29 -4.64 -0.78
C -1.21 -4.61 0.15
C -0.68 -3.39 0.52
H -2.35 -1.34 -1.32
H -3.50 -3.33 -2.10
H -2.62 -5.64 -1.02
H -0.73 -5.52 0.51
H -0.03 -3.36 1.38
N 1.94 -1.03 -0.05
C 2.93 -1.40 0.82
C 4.20 -1.61 0.37
C 4.54 -1.55 -0.98
C 3.49 -1.41 -1.92
C 2.22 -1.12 -1.42
H 2.68 -1.43 1.87
H 4.94 -2.02 1.04
H 5.56 -1.70 -1.30
H 3.67 -1.46 -2.99
H 1.44 -0.86 -2.12
N 0.95 1.47 1.26
C 1.03 2.63 0.52
C 1.94 3.68 0.77
C 2.69 3.61 1.97
C 2.52 2.55 2.83
C 1.67 1.49 2.42
H 0.50 2.62 -0.42
H 1.93 4.58 0.18
H 3.47 4.32 2.18
H 3.03 2.44 3.77
H 1.61 0.56 2.96
C 0.26 1.48 -4.22
Cl 1.72 1.61 -5.25
Cl -1.27 1.61 -5.17
H 0.23 0.49 -3.74
H 0.21 2.22 -3.42

---

(4)
The following is a quantum chemistry calculation of a structure of composition C21H23Cl5MoN5, from the Open Molecules 2025 dataset.

## Properties
- frontier orbital gap (eV) = 6.15
- HOMO (eV) = -17.4
- total charge = +3

Atoms and positions in Å:
Mo 0.10 0.08 -0.07
C 3.99 -1.86 0.72
C 2.83 -1.03 0.29
N 1.61 -1.17 0.71
C 1.15 -2.29 1.53
C -0.06 -2.89 0.82
N -0.94 -1.84 0.22
C -2.09 -1.40 1.08
C -1.62 -0.69 2.34
N -0.52 0.28 2.05
C -0.80 1.71 2.40
C -1.47 2.37 1.21
N -0.71 1.87 0.06
C -1.11 1.88 -1.22
C -2.48 2.35 -1.59
C 1.33 1.42 -2.07
C 2.19 1.02 -3.27
C 3.39 0.45 -3.08
C 3.81 -0.07 -1.80
C 2.91 -0.06 -0.79
N 1.69 0.59 -0.95
H 4.00 -1.95 1.81
H 4.93 -1.41 0.41
H 3.92 -2.86 0.30
H 0.91 -1.95 2.54
H 1.92 -3.05 1.65
H -0.64 -3.54 1.49
H 0.29 -3.51 0.00
H -1.35 -2.24 -0.62
H -2.72 -2.25 1.34
H -2.70 -0.73 0.46
H -1.27 -1.41 3.08
H -2.47 -0.17 2.79
H 0.29 0.01 2.61
H 0.17 2.19 2.58
H -1.40 1.78 3.31
H -1.42 3.45 1.27
H -2.52 2.08 1.13
H -3.24 1.94 -0.93
H -2.75 2.13 -2.62
H -2.50 3.44 -1.46
H 1.89 1.31 -4.27
H 4.03 0.28 -3.94
H 4.75 -0.60 -1.71
Cl 2.70 3.39 -0.80
C 1.59 2.92 -1.95
C -0.21 1.28 -2.14
C -0.66 1.22 -3.54
Cl -1.55 -0.13 -4.03
C -0.38 2.25 -4.40
Cl -0.85 2.10 -6.03
C 0.21 3.51 -3.97
Cl -0.06 4.78 -5.02
C 0.99 3.84 -2.80
Cl 1.35 5.49 -2.52

---

Number 1: strongest force on any atom 0.76 eV Å⁻¹. Number 2: strongest force on any atom 0.42 eV Å⁻¹. Number 3: strongest force on any atom 2.48 eV Å⁻¹. Number 4: strongest force on any atom 0.17 eV Å⁻¹.